Density functional theory data (ωB97M-V/def2-TZVPD) for C4H5N2O as an isolated structure at a distorted geometry.

Cartesian coordinates (Å):
C  0.553  0.108  -0.308
C  -1.268  -0.934  -0.386
C  -0.214  -0.787  -1.477
C  0.182  0.746  1.502
N  -0.454  -0.057  0.510
N  1.382  0.741  0.458
O  -2.247  -1.505  -0.221
H  -0.433  -0.083  -2.247
H  0.046  -1.724  -1.915
H  -0.070  1.840  1.355
H  0.367  0.328  2.434
H  2.156  1.329  0.294

Its charge is +1. The lowest unoccupied orbital energy is -4.094 eV. The gap between HOMO and LUMO is 12.036 eV. For the HOMO energy, the calculation gives -16.1 eV.



Density functional theory data (ωB97M-V/def2-TZVPD) for a 3-piece molecular cluster, C19H28BIN2O2 overall.

Cartesian coordinates (Å):
O  -2.222  2.676  0.222
C  -2.133  1.890  -0.701
C  -1.453  2.296  -1.977
B  0.112  2.414  -1.674
O  0.581  3.465  -0.945
C  1.128  1.312  -2.147
C  2.008  0.728  -1.027
C  1.249  0.496  0.266
I  2.622  -0.252  1.757
C  -2.604  0.476  -0.537
C  -2.924  -0.355  -1.609
C  -3.341  -1.661  -1.384
C  -3.424  -2.156  -0.089
C  -3.111  -1.328  0.984
C  -2.710  -0.020  0.763
H  -1.842  3.266  -2.299
H  -1.592  1.572  -2.777
H  -0.123  4.086  -0.724
H  1.787  1.755  -2.903
H  0.592  0.507  -2.656
H  2.375  -0.241  -1.359
H  2.888  1.337  -0.823
H  0.839  1.402  0.704
H  0.500  -0.288  0.180
H  -2.871  0.007  -2.627
H  -3.598  -2.288  -2.229
H  -3.735  -3.179  0.084
H  -3.187  -1.709  1.994
H  -2.468  0.616  1.604
C  1.756  3.297  5.061
C  2.871  2.929  6.033
C  3.449  1.535  5.767
C  2.430  0.494  5.899
N  1.610  -0.301  5.991
H  0.911  2.614  5.153
H  1.392  4.305  5.259
H  2.109  3.261  4.029
H  2.498  2.974  7.058
H  3.682  3.655  5.956
H  4.258  1.310  6.463
H  3.855  1.481  4.754
C  -0.917  -3.449  -5.054
C  -0.555  -4.463  -3.976
C  -0.226  -3.804  -2.631
C  0.919  -2.900  -2.737
N  1.814  -2.189  -2.826
H  -0.083  -2.778  -5.262
H  -1.177  -3.953  -5.985
H  -1.773  -2.843  -4.751
H  0.297  -5.061  -4.302
H  -1.388  -5.152  -3.823
H  0.007  -4.556  -1.876
H  -1.080  -3.226  -2.271

Its charge is 0. The lowest unoccupied orbital energy is 0.068 eV. The gap between HOMO and LUMO is 9.104 eV. The structure (SMILES) is O=C(CB(O)CCCI)c1ccccc1.CCCC#N.CCCC#N. For the HOMO energy, the calculation gives -9.0 eV.



Density functional theory data (ωB97M-V/def2-TZVPD) for a 2-piece molecular cluster, CClNO overall at a distorted geometry.

Cartesian coordinates (Å):
C  -0.934  0.087  -0.159
N  -1.989  0.365  0.145
O  2.006  -0.623  0.053
Cl  3.263  0.280  0.007

Its charge is 0. The lowest unoccupied orbital energy (spin up / spin down) is -5.573 / -5.631 eV. The gap between HOMO and LUMO (spin up / spin down) is 4.721 / 4.607 eV. For the HOMO energy (spin up / spin down), the calculation gives -10.3 / -10.2 eV.



Density functional theory data (ωB97M-V/def2-TZVPD) for C31H38Br2N5O2SSb2Tc as an isolated structure.

Cartesian coordinates (Å):
Tc  -1.062  0.664  0.348
C  5.452  -1.097  -0.933
Sb  3.710  -0.605  0.206
C  3.973  -2.007  1.809
C  4.777  1.087  1.444
C  5.004  2.183  0.572
C  6.223  2.210  -0.169
C  6.543  3.266  -0.974
C  5.640  4.333  -1.090
C  4.428  4.317  -0.403
C  4.068  3.267  0.424
C  2.775  3.369  1.171
Sb  0.900  2.700  0.205
C  1.292  3.440  -1.748
C  -0.138  4.390  1.016
H  5.272  -2.005  -1.506
H  6.291  -1.263  -0.254
H  5.679  -0.284  -1.621
H  4.246  -1.476  2.723
H  4.763  -2.710  1.549
H  3.044  -2.552  1.975
H  5.662  0.499  1.698
H  4.101  1.229  2.284
H  6.919  1.386  -0.053
H  7.487  3.289  -1.503
H  5.895  5.185  -1.708
H  3.758  5.167  -0.495
H  2.514  4.420  1.285
H  2.805  2.914  2.161
H  1.466  4.512  -1.684
H  0.434  3.246  -2.389
H  2.171  2.950  -2.165
H  0.464  5.285  0.862
H  -0.302  4.249  2.085
H  -1.093  4.512  0.513
Br  1.984  -3.305  -0.586
C  0.126  -3.276  -0.292
C  -0.593  -4.485  -0.409
C  -1.948  -4.513  -0.260
Br  -2.863  -6.143  -0.403
C  -2.655  -3.308  -0.014
C  -4.054  -3.191  0.107
C  -4.620  -1.956  0.315
C  -3.801  -0.831  0.411
N  -2.481  -0.902  0.314
C  -1.902  -2.127  0.102
C  -0.497  -2.099  -0.004
O  0.120  -0.909  0.176
H  -0.053  -5.398  -0.622
H  -4.675  -4.076  0.034
H  -5.693  -1.843  0.398
H  -4.232  0.152  0.576
C  -4.351  3.231  1.556
N  -4.790  2.907  0.205
C  -6.156  3.255  -0.248
C  -6.125  2.933  -1.755
N  -4.730  2.491  -1.940
C  -4.038  2.529  -0.818
S  -2.322  2.255  -0.796
H  -5.079  2.852  2.272
H  -4.271  4.313  1.685
H  -3.382  2.781  1.746
H  -6.349  4.308  -0.052
H  -6.892  2.664  0.292
H  -6.336  3.801  -2.372
H  -6.813  2.140  -2.027
H  -4.337  2.236  -2.830
N  -1.430  0.131  7.514
C  -0.398  0.008  6.659
O  0.738  -0.259  6.982
C  -0.677  0.226  5.178
C  0.445  0.257  4.358
C  0.300  0.425  3.004
N  -0.907  0.563  2.421
C  -1.994  0.521  3.206
C  -1.920  0.359  4.575
H  -1.244  -0.015  8.494
H  -2.367  0.360  7.244
H  1.421  0.130  4.813
H  1.156  0.420  2.346
H  -2.954  0.615  2.716
H  -2.846  0.315  5.134

Its charge is +3. The lowest unoccupied orbital energy (spin up / spin down) is -8.375 / -10.134 eV. The gap between HOMO and LUMO (spin up / spin down) is 6.770 / 5.127 eV. For the HOMO energy (spin up / spin down), the calculation gives -15.1 / -15.3 eV. Its multiplicity is 4. Its expectation value of S² is 3.79.



Density functional theory data (ωB97M-V/def2-TZVPD) for C3H10N2OS as an isolated structure at a distorted geometry.

Cartesian coordinates (Å):
C  0.924  0.418  -1.690
C  1.317  1.014  0.704
C  -0.761  -2.014  0.679
N  -1.547  0.851  1.344
N  0.384  0.802  -0.353
O  -1.971  0.207  -1.119
S  -1.133  0.187  0.080
H  1.330  1.329  -2.036
H  1.729  -0.275  -1.752
H  0.171  0.031  -2.328
H  1.958  1.802  0.418
H  0.630  1.134  1.598
H  1.844  0.105  0.936
H  -0.761  -2.707  -0.149
H  0.037  -1.845  1.379
H  -1.681  -2.089  1.169
H  -2.470  1.049  1.119

Its charge is 0. The lowest unoccupied orbital energy is 0.609 eV. The gap between HOMO and LUMO is 9.576 eV. For the HOMO energy, the calculation gives -9.0 eV.



Density functional theory data (ωB97M-V/def2-TZVPD) for an isolated ion of composition C5H6NO and charge +1 at a distorted geometry.

Cartesian coordinates (Å):
C  -0.182  0.316  -0.012
C  -1.877  0.402  -0.048
C  -3.210  1.201  0.004
C  1.038  -0.022  -0.033
C  2.430  -0.304  -0.067
N  -2.345  -0.841  -0.106
O  -1.640  -1.872  0.050
H  -3.234  2.246  0.264
H  -4.071  0.596  -0.209
H  -0.660  -1.683  0.196
H  2.597  -1.354  -0.311
H  2.882  -0.081  0.901
H  2.909  0.321  -0.823

Its charge is +1. The lowest unoccupied orbital energy (spin up / spin down) is -7.421 / -7.419 eV. The gap between HOMO and LUMO (spin up / spin down) is 7.196 / 7.197 eV. For the HOMO energy (spin up / spin down), the calculation gives -14.6 / -14.6 eV.



Number 1: DFT total energy -339.78205 Eh. Number 2: DFT total energy -1323.38268 Eh. Number 3: DFT total energy -627.96894 Eh. Number 4: DFT total energy -7734.96131 Eh. Number 5: DFT total energy -703.09612 Eh. Number 6: DFT total energy -323.57853 Eh.